{
  "formula": "C16H16Cl3F5OSV",
  "method": "the ωB97M-V functional and the def2-TZVPD basis",
  "homo_energy_ev": [0.21, 0.21],
  "multiplicity": 2,
  "charge": -2,
  "largest_force_ev_per_a": 1.683,
  "orbital_gap_ev": [4.11, 4.12],
  "symbols": ["C", "C", "C", "C", "C", "C", "C", "C", "C", "C", "V", "Cl", "Cl", "Cl", "H", "H", "H", "H", "H", "H", "H", "H", "H", "H", "H", "H", "H", "H", "H", "O", "H", "F", "C", "C", "F", "C", "F", "C", "S", "C", "F", "C", "F"],
  "positions_angstrom": [[0.5712, -2.3155, -0.3770], [1.7325, -1.7951, 0.2383], [2.2304, -0.7433, -0.5641], [2.3516, -2.2981, 1.4858], [1.3802, -0.6139, -1.7142], [0.3453, -1.5938, -1.5995], [-0.6953, -1.8957, -2.6144], [-0.1818, -3.4981, 0.1019], [3.4960, -0.0140, -0.3160], [1.6190, 0.2792, -2.8761], [0.0000, 0.0000, 0.0000], [0.2716, 0.0089, 2.3525], [-2.1093, -1.0289, 0.4515], [1.1974, 2.1121, 0.0989], [1.6119, -2.7200, 2.1583], [2.8729, -1.5106, 2.0201], [3.0753, -3.0800, 1.2462], [3.5863, 0.2901, 0.7227], [3.5754, 0.8771, -0.9266], [4.3387, -0.6674, -0.5508], [2.0251, 1.2369, -2.5648], [0.7015, 0.4690, -3.4243], [2.3290, -0.1839, -3.5634], [-0.9670, -1.0095, -3.1789], [-1.6007, -2.2728, -2.1507], [-0.3276, -2.6469, -3.3158], [-0.3525, -3.4565, 1.1736], [0.3933, -4.4008, -0.1144], [-1.1473, -3.5854, -0.3805], [-4.6837, -1.3565, -1.6430], [-5.1208, -0.9389, -2.4030], [-2.3292, 4.7697, 4.6734], [-2.1873, 4.0826, 3.5134], [-2.8405, 2.8607, 3.3405], [-3.6212, 2.3676, 4.3348], [-2.7023, 2.1502, 2.1417], [-3.3765, 0.9859, 1.9964], [-1.8995, 2.6561, 1.0999], [-1.7481, 1.7798, -0.4892], [-1.2627, 3.9009, 1.2795], [-0.5224, 4.4479, 0.2827], [-1.4020, 4.6033, 2.4828], [-0.7838, 5.8006, 2.6462]],
  "forces_ev_per_a": [[0.06, 0.57, -0.38], [-0.54, 0.36, -0.42], [-0.73, 0.06, -0.42], [0.12, -0.11, 0.14], [-0.13, -0.41, 0.73], [0.58, 0.18, 0.58], [-0.17, -0.06, 0.03], [-0.08, -0.18, 0.03], [0.19, 0.04, 0.02], [0.07, 0.15, -0.13], [-0.74, -0.05, 1.45], [0.19, -0.05, -0.42], [1.30, -0.35, -0.49], [0.60, -0.58, -0.11], [-0.13, 0.00, 0.07], [0.01, 0.14, 0.06], [0.11, -0.12, -0.02], [-0.06, 0.08, 0.13], [-0.06, 0.13, -0.05], [0.15, -0.10, -0.03], [-0.01, 0.13, 0.10], [-0.12, 0.04, -0.06], [0.08, -0.07, -0.13], [-0.12, 0.09, -0.07], [-0.28, 0.09, 0.05], [0.09, -0.07, -0.11], [-0.06, 0.08, 0.12], [0.10, -0.16, -0.03], [-0.16, 0.08, -0.04], [-0.22, -0.12, -0.47], [0.09, -0.09, 0.19], [0.06, -0.19, -0.35], [0.02, -0.20, -0.30], [0.00, -0.20, -0.24], [0.36, 0.31, -0.33], [-0.07, -0.15, -0.17], [0.60, 1.51, 0.44], [0.39, -0.37, -1.02], [-0.34, 0.47, 0.81], [-0.18, -0.30, 0.14], [-0.79, -0.09, 1.02], [0.04, -0.17, -0.37], [-0.23, -0.34, 0.07]]
}

=====

{
  "formula": "C16H16F4N2O4S",
  "method": "the ωB97M-V functional and the def2-TZVPD basis",
  "homo_energy_ev": -8.94,
  "multiplicity": 1,
  "charge": 0,
  "largest_force_ev_per_a": 3.615,
  "orbital_gap_ev": 7.48,
  "symbols": ["O", "N", "O", "C", "C", "C", "C", "C", "F", "S", "O", "O", "C", "F", "F", "F", "C", "C", "H", "H", "H", "H", "H", "C", "C", "C", "C", "C", "N", "C", "C", "C", "H", "H", "H", "H", "H", "H", "H", "H", "H", "H", "H"],
  "positions_angstrom": [[1.0293, 3.9592, 5.4631], [1.8310, 3.0591, 5.1062], [3.0614, 3.0758, 5.3544], [1.2582, 1.9427, 4.4401], [2.1002, 0.8783, 4.0755], [1.5403, -0.1918, 3.3883], [0.1553, -0.3145, 3.1792], [-0.2468, -1.4197, 2.2309], [0.4293, -1.1255, 1.0809], [-2.1211, -1.7069, 1.9031], [-2.5373, -1.1405, 0.6354], [-2.9537, -1.5703, 3.0773], [-1.9759, -3.5639, 1.5670], [-3.1425, -4.1667, 1.3459], [-1.3725, -4.2018, 2.5945], [-1.2038, -3.7566, 0.4660], [-0.6352, 0.7997, 3.4646], [-0.1185, 1.8765, 4.1924], [3.1805, 1.0367, 4.1043], [2.2107, -0.8611, 2.8539], [0.0192, -2.4622, 2.5695], [-1.6062, 0.9048, 2.9805], [-0.6848, 2.7988, 4.3421], [0.3177, 1.2206, -6.2504], [0.2086, 0.7314, -4.8335], [-0.1384, -0.6117, -4.5438], [-0.2907, -0.9891, -3.1771], [-0.6255, -2.3615, -2.6579], [-0.1485, -0.1130, -2.2088], [0.2780, 1.1123, -2.4384], [0.5372, 1.9251, -1.2136], [0.4528, 1.5969, -3.7575], [0.1029, 0.4327, -6.9795], [-0.3807, 2.0429, -6.4464], [1.3187, 1.6060, -6.4763], [-0.3114, -1.3529, -5.3237], [-0.9326, -3.0229, -3.4707], [0.2527, -2.8067, -2.1445], [-1.4368, -2.2901, -1.9044], [0.7276, 2.9538, -1.4977], [-0.3150, 1.8915, -0.5234], [1.4082, 1.5516, -0.6591], [0.7582, 2.6330, -3.9086]],
  "forces_ev_per_a": [[1.89, -1.63, -0.75], [0.77, 2.84, 2.10], [-2.68, -0.08, -0.74], [-0.54, -2.49, -0.25], [-0.31, 0.78, -0.91], [0.16, -0.16, 0.22], [0.28, 1.00, -0.24], [-0.11, -0.56, 0.48], [-0.70, -0.62, -0.44], [-0.77, 0.20, -1.08], [0.72, -0.37, 1.32], [1.19, -0.07, -0.56], [0.53, -1.19, -0.62], [0.28, 0.81, 0.24], [-0.30, 0.50, -0.27], [-0.44, 0.43, 0.83], [-0.07, -0.06, 0.14], [0.62, 0.81, -0.88], [-0.41, -0.29, 0.27], [-0.10, -0.26, 0.49], [0.09, 1.17, -0.17], [-0.07, -0.21, 0.64], [-0.03, -0.56, 0.14], [0.04, 0.08, -0.38], [-0.15, -0.75, 0.49], [0.03, 0.36, 1.13], [-0.09, 0.15, -1.22], [-0.17, -0.38, -0.10], [0.44, -0.09, 0.94], [-0.07, 0.43, -1.19], [0.06, 0.41, 0.19], [-0.15, -0.51, 0.75], [0.02, 0.06, 0.20], [0.06, -0.13, 0.13], [-0.10, -0.08, 0.15], [0.09, 0.29, 0.07], [0.00, -0.10, 0.12], [-0.44, 0.30, -0.34], [0.47, 0.02, -0.49], [0.07, 0.28, 0.14], [0.12, -0.05, -0.25], [-0.15, -0.02, -0.22], [-0.07, -0.27, -0.09]]
}

=====

Electronic energy (computed, eV): -106578.2411 -49722.4318